[1]
{"formula": "CHN4S3", "method": "ωB97M-V with the def2-TZVPD basis set", "symbols": ["S", "C", "N", "N", "N", "N", "S", "S", "H"], "coordinates": [[0.743, -1.716, 0.688], [0.672, -0.022, 0.448], [1.292, 0.821, 1.243], [1.104, 2.025, 0.776], [0.398, 2.030, -0.257], [0.048, 0.588, -0.563], [-0.890, -0.260, -1.750], [-2.213, -1.485, -0.721], [-1.153, -1.980, 0.135]], "atomic_forces_ev_per_a": [[0.0, -0.5, 0.1], [0.2, -2.4, 0.1], [0.9, -0.7, 1.7], [-0.6, 0.2, -1.2], [-1.9, 0.3, -2.3], [0.9, 1.8, 1.4], [0.3, 0.4, 0.4], [0.2, 0.6, 0.2], [0.1, 0.2, -0.5]], "total_charge": -1, "total_energy_ev": -39519.2308, "smiles": "[S-]c1nnnn1SS", "spin_multiplicity": 1, "relative_energy_kcal_mol": 6.0, "homo_lumo_gap_ev": 7.35}

[2]
{"formula": "C16H46BN6O5PSV", "method": "ωB97M-V with the def2-TZVPD basis set", "symbols": ["V", "N", "C", "C", "N", "C", "C", "N", "C", "C", "N", "H", "H", "H", "H", "H", "H", "H", "H", "H", "H", "H", "H", "H", "H", "H", "H", "H", "H", "N", "C", "P", "O", "O", "C", "N", "H", "H", "H", "H", "H", "H", "H", "H", "H", "H", "C", "S", "C", "O", "H", "H", "H", "H", "H", "H", "C", "C", "C", "O", "B", "O", "C", "C", "C", "H", "H", "H", "H", "H", "H", "H", "H", "H", "H", "H", "H"], "coordinates": [[-0.441, -0.530, 1.326], [0.028, -1.781, -0.451], [0.249, -3.215, -0.148], [-0.638, -3.583, 1.024], [-0.472, -2.557, 2.076], [-1.622, -2.487, 3.013], [-2.897, -2.044, 2.300], [-2.624, -0.878, 1.404], [0.816, -2.749, 2.810], [1.512, -1.430, 3.133], [1.607, -0.597, 1.906], [-0.728, -1.674, -1.121], [0.847, -1.409, -0.927], [1.305, -3.349, 0.081], [0.033, -3.848, -1.009], [-0.424, -4.582, 1.413], [-1.676, -3.575, 0.694], [-1.361, -1.758, 3.786], [-1.783, -3.446, 3.516], [-3.655, -1.799, 3.043], [-3.309, -2.852, 1.701], [-2.990, -0.023, 1.817], [-3.139, -0.978, 0.536], [1.472, -3.350, 2.182], [0.645, -3.320, 3.725], [2.491, -1.651, 3.561], [0.953, -0.862, 3.878], [2.236, -0.999, 1.213], [1.999, 0.313, 2.129], [5.219, -2.838, -2.609], [5.116, -1.504, -1.916], [3.333, -1.017, -1.939], [2.641, -2.304, -2.251], [2.956, -0.202, -0.736], [3.097, 0.204, -3.316], [2.247, 1.298, -2.742], [4.257, -3.236, -2.594], [5.871, -3.471, -2.145], [5.515, -2.754, -3.582], [5.811, -0.796, -2.361], [5.395, -1.650, -0.873], [2.600, -0.243, -4.174], [4.033, 0.659, -3.635], [2.487, 1.350, -1.735], [1.242, 1.096, -2.753], [2.399, 2.195, -3.200], [-0.725, 3.543, 2.556], [-1.572, 2.065, 3.053], [-1.362, 2.173, 4.813], [-0.592, 0.923, 2.657], [0.316, 3.461, 2.865], [-1.209, 4.385, 3.052], [-0.819, 3.630, 1.477], [-1.985, 2.995, 5.169], [-0.315, 2.344, 5.057], [-1.718, 1.242, 5.249], [-2.697, 0.639, -2.832], [-1.633, 1.615, -2.359], [-1.005, 2.304, -3.557], [-0.602, 0.804, -1.685], [-0.829, 0.863, -0.305], [-1.717, 1.874, -0.016], [-2.109, 2.588, -1.229], [-1.387, 3.927, -1.216], [-3.609, 2.809, -1.181], [-2.239, -0.105, -3.484], [-3.484, 1.139, -3.395], [-3.165, 0.117, -1.995], [-0.660, 1.556, -4.277], [-0.183, 2.961, -3.275], [-1.743, 2.911, -4.083], [-0.306, 3.803, -1.122], [-1.742, 4.519, -0.373], [-1.591, 4.503, -2.118], [-4.161, 1.878, -1.071], [-3.956, 3.308, -2.087], [-3.855, 3.452, -0.337]], "atomic_forces_ev_per_a": [[0.0, 0.1, -0.4], [-0.1, 0.1, 0.1], [0.0, 0.0, 0.0], [0.0, 0.1, 0.0], [0.0, 0.0, 0.3], [0.0, 0.0, 0.0], [0.0, 0.0, 0.0], [0.1, -0.1, 0.2], [0.0, 0.0, 0.0], [0.0, -0.1, 0.0], [0.1, -0.2, 0.1], [0.0, 0.0, 0.0], [-0.1, 0.0, 0.0], [0.0, 0.0, 0.0], [0.0, 0.0, 0.0], [0.0, 0.0, 0.0], [0.0, 0.0, 0.0], [0.0, 0.0, 0.0], [0.0, 0.0, 0.0], [0.0, 0.0, 0.0], [0.0, 0.0, 0.0], [-0.1, 0.0, 0.0], [0.0, 0.0, 0.0], [0.0, 0.0, 0.0], [0.0, 0.0, 0.0], [0.0, 0.0, 0.0], [0.0, 0.0, 0.0], [0.0, 0.1, 0.0], [0.0, 0.0, 0.0], [0.1, 0.0, 0.0], [0.1, 0.0, 0.0], [-0.3, 0.0, 0.0], [0.1, 0.0, 0.0], [0.3, -0.2, 0.1], [0.0, 0.1, 0.0], [0.0, 0.2, 0.0], [-0.1, 0.0, 0.0], [0.0, 0.0, 0.0], [0.0, 0.0, 0.0], [0.0, 0.0, 0.0], [0.0, 0.0, 0.0], [0.0, 0.0, 0.0], [0.0, -0.1, 0.0], [0.0, 0.0, 0.0], [-0.2, -0.2, 0.0], [0.0, 0.0, -0.1], [0.0, 0.1, 0.0], [-0.1, -0.2, -0.2], [0.0, 0.0, 0.1], [0.1, 0.0, 0.2], [0.0, 0.0, 0.0], [0.0, 0.0, 0.0], [0.0, 0.0, 0.0], [0.0, 0.0, 0.0], [0.0, 0.0, 0.0], [0.0, 0.0, 0.0], [0.0, -0.1, 0.0], [0.0, 0.1, 0.0], [0.0, -0.1, -0.1], [0.2, 0.1, 0.1], [-0.3, 0.3, -0.6], [-0.1, -0.2, 0.1], [-0.1, 0.0, -0.1], [0.1, 0.0, 0.0], [0.0, 0.0, 0.0], [0.0, 0.0, 0.0], [0.0, 0.0, 0.0], [0.0, 0.0, 0.0], [0.0, 0.0, 0.1], [0.0, 0.0, 0.0], [0.0, 0.0, 0.0], [0.0, 0.0, 0.0], [0.0, 0.0, 0.0], [0.0, 0.0, 0.0], [0.0, 0.0, 0.0], [0.0, 0.0, 0.0], [0.0, 0.0, 0.0]], "total_charge": 3, "total_energy_ev": -82987.9045, "spin_multiplicity": 3, "relative_energy_kcal_mol": 53.3, "homo_lumo_gap_ev": [9.31, 9.42]}

[3]
{"formula": "C6H9N", "method": "ωB97M-V with the def2-TZVPD basis set", "symbols": ["C", "C", "N", "C", "C", "C", "C", "H", "H", "H", "H", "H", "H", "H", "H", "H"], "coordinates": [[1.368, 1.395, -0.002], [0.498, 0.626, -0.884], [1.822, 0.080, -0.457], [1.037, -1.082, 0.109], [-0.297, -0.363, -0.071], [-1.318, 0.015, 0.958], [-1.737, -0.662, -0.319], [1.080, 1.534, 1.036], [1.895, 2.224, -0.468], [0.363, 0.786, -1.946], [1.352, -1.496, 1.070], [1.164, -1.864, -0.639], [-1.535, 1.071, 1.108], [-1.363, -0.594, 1.859], [-2.150, -1.666, -0.292], [-2.179, -0.003, -1.063]], "atomic_forces_ev_per_a": [[-0.1, 0.2, 0.3], [-0.4, 0.4, -0.4], [0.1, -0.6, -0.4], [0.2, -0.3, 0.3], [0.1, 0.1, -0.1], [0.1, 0.1, 0.1], [0.0, -0.1, -0.2], [-0.1, 0.1, -0.1], [0.3, -0.3, 0.2], [-0.3, 0.4, 0.1], [-0.1, 0.3, 0.2], [-0.1, -0.1, 0.0], [-0.1, -0.2, -0.1], [0.1, 0.1, -0.2], [0.1, 0.1, 0.1], [0.0, -0.3, 0.0]], "total_energy_ev": -7854.6498, "spin_multiplicity": 1, "relative_energy_kcal_mol": 80.9, "homo_lumo_gap_ev": 10.01}

[4]
{"formula": "C23H30CaF6NO22S2", "method": "ωB97M-V with the def2-TZVPD basis set", "symbols": ["Ca", "C", "F", "F", "F", "S", "O", "O", "N", "S", "O", "O", "C", "F", "F", "F", "C", "C", "O", "C", "O", "O", "H", "H", "H", "H", "C", "C", "O", "C", "O", "O", "H", "H", "H", "H", "C", "C", "O", "C", "O", "O", "H", "H", "H", "H", "C", "C", "C", "O", "C", "O", "O", "H", "H", "H", "H", "H", "H", "C", "C", "C", "O", "C", "O", "O", "H", "H", "H", "H", "H", "H", "C", "C", "C", "O", "C", "O", "O", "H", "H", "H", "H", "H", "H"], "coordinates": [[-0.114, -0.173, -0.402], [2.187, -0.678, -4.251], [3.450, -0.617, -3.861], [2.076, -0.465, -5.528], [1.549, -1.825, -3.924], [1.142, 0.735, -3.333], [1.986, 1.163, -2.237], [0.823, 1.788, -4.315], [-0.285, -0.066, -2.612], [-1.301, -0.076, -3.835], [-2.369, 0.928, -3.723], [-0.817, -0.316, -5.179], [-2.222, -1.746, -3.478], [-1.439, -2.805, -3.344], [-2.978, -1.572, -2.313], [-3.023, -2.041, -4.522], [-4.127, 3.305, 1.058], [-3.747, 2.971, 2.467], [-2.915, 1.812, 2.296], [-2.946, 1.380, 1.070], [-2.304, 0.433, 0.662], [-3.498, 2.278, 0.284], [-3.752, 4.274, 0.729], [-5.205, 3.291, 0.894], [-4.586, 2.834, 3.149], [-3.060, 3.765, 2.759], [-2.504, -5.515, 0.664], [-2.768, -5.640, -0.799], [-2.202, -4.463, -1.248], [-1.680, -3.740, -0.277], [-1.070, -2.620, -0.390], [-2.031, -4.238, 0.832], [-1.736, -6.264, 0.855], [-3.392, -5.773, 1.241], [-3.842, -5.608, -0.984], [-2.316, -6.502, -1.289], [-0.176, -2.038, 5.232], [-0.590, -3.192, 4.237], [-0.571, -2.625, 2.993], [-0.279, -1.273, 3.104], [-0.153, -0.528, 2.113], [-0.230, -0.900, 4.382], [0.792, -2.371, 5.607], [-0.789, -1.841, 6.112], [-1.521, -3.731, 4.410], [0.186, -3.955, 4.194], [4.351, 4.590, 1.398], [3.477, 3.517, 2.227], [2.076, 4.047, 2.552], [1.248, 2.990, 2.139], [1.932, 2.107, 1.433], [1.395, 1.155, 0.841], [3.230, 2.487, 1.346], [5.311, 4.144, 1.140], [4.465, 5.505, 1.979], [3.897, 4.829, 0.436], [4.002, 3.100, 3.087], [1.879, 5.043, 2.155], [1.868, 4.362, 3.575], [1.802, -6.025, 0.606], [2.642, -4.768, 0.522], [3.413, -4.490, -0.801], [2.875, -3.183, -1.040], [2.159, -2.727, -0.090], [1.740, -1.576, -0.015], [1.744, -3.700, 0.678], [2.421, -6.915, 0.496], [0.973, -6.071, -0.100], [1.279, -6.069, 1.561], [3.429, -4.874, 1.268], [3.162, -5.230, -1.561], [4.487, -4.366, -0.658], [0.066, 5.956, -3.126], [-0.098, 5.458, -1.679], [-1.557, 5.350, -1.269], [-1.598, 4.023, -0.911], [-0.553, 3.335, -1.202], [-0.442, 2.199, -0.950], [0.366, 4.103, -1.718], [0.176, 7.039, -3.085], [-0.752, 5.623, -3.766], [0.960, 5.594, -3.634], [0.490, 6.042, -0.971], [-2.267, 5.717, -2.010], [-1.702, 5.919, -0.351]], "atomic_forces_ev_per_a": [[-0.2, 0.0, 1.9], [-2.3, 0.8, 1.0], [-0.6, -0.5, 0.0], [0.4, -0.1, -0.5], [1.4, 0.3, -0.1], [0.3, 1.9, -0.2], [-0.6, -1.0, 0.0], [0.2, -2.3, 1.7], [2.9, 1.3, -3.6], [-4.8, -0.7, -1.5], [1.8, -1.3, 0.4], [0.7, 0.0, 1.3], [-0.7, 0.9, 0.2], [0.4, 0.3, 0.4], [0.9, -0.5, -1.7], [0.1, 0.7, 1.0], [-0.8, 0.1, -1.0], [1.2, 0.7, -0.1], [-0.7, -0.6, 2.5], [2.3, 0.0, -1.6], [-0.9, 0.1, 0.3], [-1.3, 0.1, -0.9], [0.1, -0.2, -0.1], [0.0, -0.2, -0.2], [0.3, -0.3, 0.0], [-0.3, -0.1, 0.9], [-0.4, -3.4, 0.4], [-1.5, -0.4, -0.2], [1.6, 1.6, -2.8], [1.7, 5.8, -2.4], [-2.0, -4.3, 0.1], [0.2, 0.3, 4.1], [0.3, 0.2, 0.8], [0.2, 0.6, 0.3], [0.0, -0.1, -0.4], [0.0, 0.1, 0.1], [-0.8, -1.7, -0.3], [0.4, -1.2, 1.9], [0.3, 3.1, -1.6], [-0.4, 0.7, -3.6], [-0.4, -2.5, 3.7], [0.9, 0.3, -0.2], [0.5, 1.1, -0.2], [-0.3, -0.2, -0.4], [-0.3, 0.5, 0.2], [0.1, -0.1, 0.5], [-0.6, -1.2, 1.1], [1.4, 3.1, -0.6], [0.8, 1.2, 1.2], [-1.2, 0.2, 0.2], [-0.9, -2.1, -2.7], [2.3, 2.9, 2.0], [-1.5, -2.6, -1.0], [0.1, 0.1, 0.3], [0.2, -0.1, 0.0], [-0.5, -0.1, 0.2], [0.1, 0.3, 0.1], [-0.3, -0.4, -1.6], [0.3, -1.2, 0.6], [-0.2, -0.4, 0.0], [0.5, -2.7, -0.2], [-1.2, 0.3, 1.2], [2.4, 0.3, -3.1], [-2.9, 2.7, 0.0], [0.9, -1.6, -0.2], [0.4, 0.1, 2.0], [-0.1, 0.0, 0.0], [0.3, 0.2, -0.5], [0.4, 0.0, 0.3], [-0.4, 0.7, 0.7], [0.0, 0.5, -0.3], [-0.1, -0.3, -0.1], [0.4, 0.6, 0.4], [0.7, 0.7, -2.7], [1.2, 1.7, 0.9], [-4.2, -0.6, 1.0], [1.0, 0.8, -0.3], [0.2, -3.0, 0.6], [1.2, 0.5, 0.1], [-0.4, 0.1, -0.4], [-0.2, 0.2, 0.2], [0.2, -0.2, 0.5], [0.2, -0.2, 0.0], [-0.1, -0.7, -0.2], [-0.3, 0.2, 0.0]], "total_charge": 1, "total_energy_ev": -127282.4646, "spin_multiplicity": 1, "relative_energy_kcal_mol": 106.3, "homo_lumo_gap_ev": 9.65}

[5]
{"formula": "C16H57N3O11", "method": "ωB97M-V with the def2-TZVPD basis set", "symbols": ["C", "O", "C", "C", "C", "N", "H", "H", "H", "H", "H", "H", "H", "H", "H", "H", "H", "C", "O", "C", "C", "C", "N", "H", "H", "H", "H", "H", "H", "H", "H", "H", "H", "H", "C", "O", "C", "C", "C", "N", "H", "H", "H", "H", "H", "H", "H", "H", "H", "H", "H", "C", "C", "O", "H", "H", "H", "H", "H", "H", "C", "C", "O", "H", "H", "H", "H", "H", "H", "O", "H", "H", "O", "H", "H", "O", "H", "H", "O", "H", "H", "O", "H", "H", "O", "H", "H"], "coordinates": [[-25.415, 2.084, 0.774], [-24.364, 3.012, 0.866], [-23.897, 3.367, -0.457], [-22.523, 4.081, -0.234], [-22.689, 5.354, 0.583], [-22.044, 4.569, -1.480], [-26.146, 2.382, 0.022], [-26.067, 1.872, 1.621], [-25.014, 1.114, 0.480], [-23.808, 2.490, -1.099], [-24.587, 4.106, -0.865], [-21.763, 3.376, 0.103], [-23.432, 5.334, 1.380], [-22.975, 6.189, -0.058], [-21.795, 5.677, 1.116], [-21.728, 3.844, -2.109], [-22.727, 5.102, -2.000], [-15.564, 6.379, 0.469], [-14.715, 7.067, -0.431], [-13.472, 6.422, -0.537], [-12.591, 7.320, -1.383], [-13.120, 7.347, -2.884], [-11.240, 6.726, -1.457], [-16.476, 6.974, 0.511], [-15.269, 6.317, 1.517], [-15.733, 5.384, 0.057], [-13.012, 6.255, 0.437], [-13.522, 5.405, -0.925], [-12.591, 8.334, -0.984], [-14.010, 7.958, -3.033], [-13.342, 6.336, -3.227], [-12.337, 7.795, -3.495], [-10.658, 6.711, -0.632], [-10.757, 7.133, -2.245], [-21.751, 11.543, 9.236], [-23.072, 11.032, 9.228], [-23.630, 10.908, 10.505], [-23.089, 9.596, 11.272], [-23.268, 8.126, 10.711], [-23.692, 9.574, 12.623], [-21.039, 10.995, 9.853], [-21.738, 12.542, 9.672], [-21.240, 11.585, 8.274], [-23.549, 11.890, 10.970], [-24.706, 10.742, 10.455], [-22.023, 9.807, 11.353], [-22.650, 7.903, 9.841], [-24.330, 7.994, 10.504], [-23.112, 7.425, 11.531], [-24.613, 9.220, 12.410], [-23.922, 10.526, 12.869], [-25.481, 3.872, 7.594], [-24.944, 2.876, 8.561], [-23.624, 2.408, 8.216], [-25.244, 3.459, 6.614], [-25.117, 4.894, 7.703], [-26.556, 4.051, 7.634], [-25.641, 2.040, 8.511], [-24.927, 3.435, 9.496], [-23.630, 2.313, 7.260], [-20.929, 7.424, 6.003], [-19.523, 7.415, 6.618], [-18.588, 6.511, 6.142], [-21.614, 8.206, 6.332], [-21.409, 6.446, 6.001], [-20.966, 7.741, 4.961], [-19.504, 7.356, 7.706], [-18.997, 8.287, 6.229], [-17.678, 6.806, 6.224], [-14.341, 7.318, 7.014], [-13.731, 8.056, 7.018], [-13.883, 6.624, 7.487], [-24.999, 10.621, 5.669], [-24.702, 10.752, 6.569], [-25.937, 10.808, 5.696], [-21.917, 11.992, 3.727], [-21.805, 11.338, 3.037], [-22.609, 11.637, 4.285], [-17.069, 2.575, 7.347], [-17.330, 1.809, 6.836], [-17.065, 3.295, 6.716], [-17.043, 5.576, 10.075], [-17.031, 6.080, 9.261], [-17.155, 4.668, 9.792], [-19.224, 2.853, 4.038], [-19.308, 3.578, 4.657], [-20.063, 2.394, 4.091]], "atomic_forces_ev_per_a": [[-0.5, -0.7, -0.9], [-0.4, -0.1, -0.2], [1.0, 0.6, 2.3], [-1.4, 0.1, -0.5], [-0.2, 0.3, 1.5], [1.1, 0.1, -2.0], [0.0, 0.1, -0.4], [0.8, 0.7, 0.8], [0.0, -0.2, -0.2], [0.0, -0.1, -0.1], [-0.2, 0.0, -0.4], [-0.3, 0.0, 0.6], [-0.2, -0.5, -0.1], [0.0, -0.1, -0.2], [0.4, -0.2, -0.4], [0.1, -0.2, 0.0], [-0.2, 0.2, 0.2], [-0.8, 0.5, -0.6], [0.1, -0.4, 0.9], [0.5, 0.6, 0.1], [0.2, -0.9, -1.6], [0.4, 0.3, 1.2], [-0.6, -0.1, -0.6], [-0.2, -0.3, -0.3], [0.9, 0.0, 0.0], [-0.3, -0.2, 0.3], [0.1, 0.4, 0.5], [-0.3, -0.1, -0.6], [-0.1, 0.1, 0.1], [0.0, 0.0, 0.3], [0.2, 0.0, 0.0], [0.0, -0.1, -0.2], [-0.3, 0.4, 0.1], [0.3, -0.1, 0.2], [0.6, 0.4, 0.8], [0.4, -0.3, -1.3], [-0.2, -2.2, -0.1], [0.7, 1.0, 0.3], [-0.7, 1.8, 0.2], [-0.2, 0.1, -0.8], [-0.3, -0.5, 0.3], [-0.1, 0.4, -0.1], [-0.9, -0.1, -0.4], [0.6, -0.2, 1.0], [-0.3, 0.0, -0.7], [0.2, -0.4, 0.4], [-0.2, 0.0, 0.1], [-0.1, 0.0, -0.6], [0.6, 0.2, 0.0], [-0.5, -0.5, 0.5], [0.3, 0.4, 0.4], [-0.2, 0.8, -1.2], [0.0, 0.2, 0.0], [-0.7, 0.6, 0.5], [-0.2, 0.5, -0.5], [0.7, -0.2, -0.1], [-0.2, -0.7, 0.2], [0.1, -0.2, 0.8], [0.3, -1.0, 0.5], [0.2, -0.1, -0.1], [0.1, -0.5, -1.0], [0.6, 2.5, -0.3], [0.2, -3.6, -1.2], [0.2, -0.2, 1.3], [-0.1, 0.0, 0.4], [0.9, -0.4, -0.4], [-0.5, 0.3, 0.1], [-1.0, 1.4, 1.0], [-0.3, 0.4, 0.1], [-0.3, 0.0, -0.1], [0.1, 0.2, 0.0], [0.1, -0.2, 0.1], [0.2, -0.1, -0.2], [0.2, 0.0, 0.4], [-0.2, 0.1, -0.1], [0.2, 0.2, 0.0], [0.0, -0.1, -0.2], [-0.3, -0.1, 0.2], [0.1, 0.1, 0.3], [-0.1, -0.2, -0.1], [0.0, 0.2, -0.2], [0.1, 0.2, 0.2], [0.0, 0.1, -0.2], [-0.1, -0.3, -0.1], [0.2, -0.1, -0.1], [0.0, 0.3, 0.2], [-0.2, -0.1, 0.0]], "total_energy_ev": -44504.3980, "smiles": "COC[C@H](C)N.COC[C@H](C)N.COC[C@H](C)N.CCO.CCO.O.O.O.O.O.O", "spin_multiplicity": 1, "relative_energy_kcal_mol": 0.0, "homo_lumo_gap_ev": 9.32}